DFT (wB97M-V/def2-TZVPD) results for C5H10BrO2Si as an isolated structure in a non-equilibrium geometry.

Results
- Gap between HOMO and LUMO: 0.21546 Eh
- Total charge: -1
- Relative energy (zero: lowest compared OMol25 entry of this formula, charge and spin): 0.821 eV
- LUMO level: 3.04 eV
- 2S+1: 1

Each line ends with the Löwdin charge.
Positions of all 19 atoms, in Å:
1 Br -0.16 2.33 2.47  0.23
2 Si -0.48 0.48 0.02  0.28
3 O 4.03 -1.72 0.98  0.22
4 O 2.24 -3.13 0.97  0.18
5 C -0.30 1.66 -1.56  -0.22
6 C -0.01 -1.24 -0.75  -0.23
7 C 0.58 0.69 1.42  -0.71
8 C -2.38 0.31 0.41  -0.22
9 C 3.11 -2.36 1.00  -0.46
10 H -3.16 -0.04 -0.28  0.01
11 H -1.29 2.06 -1.98  0.02
12 H -0.40 -1.51 -1.73  0.00
13 H 0.23 2.49 -1.16  -0.03
14 H 0.36 1.19 -2.30  0.00
15 H 1.61 1.08 1.21  -0.08
16 H 1.15 -1.20 -0.86  0.03
17 H -2.59 1.28 0.89  -0.02
18 H -0.14 -1.99 -0.01  -0.02
19 H -2.40 -0.37 1.26  0.00

DFT (wB97M-V/def2-TZVPD) results for a 2-piece molecular cluster, C5H10BrP overall in a non-equilibrium geometry.

Results
- Gap between HOMO and LUMO (alpha / beta): 0.29232 / 0.29337 Eh
- Relative energy (zero: lowest compared OMol25 entry of this formula, charge and spin): 3.442 eV
- LUMO level (alpha / beta): -0.09 / -0.74 eV
- 2S+1: 1

Each line ends with the Löwdin charge.
Positions of all 17 atoms, in Å:
1 Br -1.97 -2.69 0.35  0.14
2 P 0.20 -2.98 0.61  0.40
3 C 0.60 -3.63 -1.20  -0.42
4 C -0.41 0.65 0.22  -0.30
5 C 0.37 2.99 0.41  -0.13
6 C 0.78 0.19 0.41  0.04
7 C -0.93 2.07 0.42  -0.23
8 H 1.16 2.84 -0.41  0.09
9 H -0.08 -3.12 -1.83  -0.03
10 H 1.61 0.60 0.96  0.03
11 H 0.84 2.68 1.36  0.06
12 H 0.00 4.08 0.42  0.08
13 H 1.61 -3.46 -1.50  0.00
14 H -1.10 0.13 -0.37  0.04
15 H 0.38 -4.72 -1.19  0.03
16 H -1.23 2.02 1.50  0.11
17 H -1.83 2.33 -0.13  0.09

DFT (wB97M-V/def2-TZVPD) results for C5H10CdMgO4 as an isolated structure in a non-equilibrium geometry.

Results
- Gap between HOMO and LUMO (alpha / beta): 0.16652 / 0.16655 Eh
- Relative energy (zero: lowest compared OMol25 entry of this formula, charge and spin): 0.000 eV
- LUMO level (alpha / beta): -1.48 / -1.47 eV
- 2S+1: 1

Each line ends with the Löwdin charge.
Positions of all 21 atoms, in Å:
1 Cd 3.65 0.25 1.57  0.63
2 Mg 0.43 0.84 0.90  0.61
3 O -1.41 1.34 1.16  -0.32
4 O 1.40 1.77 -0.66  -0.09
5 O -0.49 -0.82 -0.03  -0.27
6 O 1.87 -0.50 1.08  -0.73
7 C -1.83 -0.55 -0.31  -0.19
8 C -2.26 0.80 0.23  -0.39
9 C 1.63 -1.67 0.35  -0.34
10 C 0.15 -2.03 0.35  -0.17
11 C 0.97 2.72 -1.32  0.01
12 H 1.88 -1.58 -0.72  0.12
13 H -2.38 1.47 -0.65  0.10
14 H -0.20 -2.31 1.36  0.14
15 H -2.37 -1.32 0.26  0.13
16 H -1.81 -0.43 -1.57  0.19
17 H 1.67 3.16 -2.05  0.11
18 H 0.26 3.50 -0.98  0.11
19 H 2.23 -2.49 0.79  0.11
20 H -3.30 0.68 0.61  0.11
21 H -0.09 -2.83 -0.37  0.13

DFT (wB97M-V/def2-TZVPD) results for a 5-piece molecular cluster, C5H10Cl10 overall in a non-equilibrium geometry.

Results
- Gap between HOMO and LUMO: 0.41160 Eh
- Relative energy (zero: lowest compared OMol25 entry of this formula, charge and spin): 1.142 eV
- LUMO level: 0.38 eV
- 2S+1: 1

Each line ends with the Löwdin charge.
Positions of all 25 atoms, in Å:
1 Cl 11.87 0.42 9.34  0.45
2 Cl 8.55 -15.45 1.31  0.50
3 Cl 13.73 -8.14 4.72  0.45
4 Cl 10.49 0.02 6.93  0.48
5 Cl 14.46 -15.03 7.80  0.49
6 Cl 10.16 -13.49 2.76  0.50
7 Cl 11.85 -4.30 -0.96  0.51
8 Cl 15.10 -12.68 9.39  0.47
9 Cl 12.77 -6.72 7.02  0.50
10 Cl 12.19 -4.20 -3.75  0.53
11 C 12.91 -4.70 -2.27  -1.10
12 C 10.43 -0.39 8.64  -0.99
13 C 12.37 -7.16 5.36  -1.01
14 C 9.10 -14.90 2.89  -1.06
15 C 15.70 -13.81 8.14  -1.01
16 H 9.51 -15.80 3.36  0.03
17 H 10.62 -1.46 8.68  0.02
18 H 13.21 -5.75 -2.21  0.04
19 H 16.53 -14.38 8.57  0.02
20 H 8.26 -14.80 3.59  0.03
21 H 9.49 0.03 9.02  0.03
22 H 11.53 -7.84 5.23  0.02
23 H 13.69 -3.96 -2.09  0.01
24 H 16.04 -13.23 7.29  0.03
25 H 12.25 -6.27 4.74  0.03

DFT (wB97M-V/def2-TZVPD) results for a 2-piece molecular cluster, C5H10Cl2N2O overall in a non-equilibrium geometry.

Results
- Gap between HOMO and LUMO: 0.33880 Eh
- Relative energy (zero: lowest compared OMol25 entry of this formula, charge and spin): 2.702 eV
- LUMO level: 0.78 eV
- 2S+1: 1

Each line ends with the Löwdin charge.
Positions of all 20 atoms, in Å:
1 Cl 3.01 -0.15 0.00  0.73
2 Cl -0.64 -0.43 -2.64  0.60
3 O 0.39 0.16 1.42  -0.15
4 N 0.23 -2.46 -0.42  -0.02
5 N 1.36 -2.54 -0.93  -0.06
6 C 1.58 0.39 -0.58  -0.65
7 C 0.43 0.68 0.12  -0.36
8 C -0.79 1.22 -0.48  -0.21
9 C -0.22 0.87 2.43  -0.14
10 C -1.56 0.25 -1.30  -0.57
11 H 1.61 -1.94 -1.74  0.02
12 H 0.29 -3.25 0.36  0.10
13 H 0.25 0.24 3.37  0.16
14 H -1.32 1.09 2.46  0.09
15 H -1.92 -0.68 -0.74  0.10
16 H -1.50 1.34 0.36  0.12
17 H -2.43 0.68 -1.74  0.06
18 H -0.53 2.15 -0.92  0.12
19 H 0.16 1.86 2.60  0.07
20 H 1.58 0.51 -1.63  0.02

DFT (wB97M-V/def2-TZVPD) results for C5H10ClF6OSi2 as an isolated structure in a non-equilibrium geometry.

Results
- Gap between HOMO and LUMO: 0.25127 Eh
- Total charge: -1
- LUMO level: 2.79 eV
- 2S+1: 1

Each line ends with the Löwdin charge.
Positions of all 25 atoms, in Å:
1 Cl 0.23 5.57 2.14  -0.66
2 Si 0.10 0.01 -0.19  0.59
3 Si 0.51 2.74 0.73  0.31
4 F -0.36 -0.27 2.47  -0.07
5 F 1.46 2.82 1.99  -0.21
6 F -2.21 -0.40 -1.66  0.08
7 F 1.32 -2.63 -2.24  -0.08
8 F -0.43 -0.38 -2.88  0.10
9 F -1.21 1.46 -2.07  0.09
10 O 1.05 1.35 -0.10  -0.30
11 C 2.03 -1.70 -1.48  -0.24
12 C -1.09 -0.24 1.28  -0.40
13 C -1.78 -1.63 1.14  -0.07
14 C 1.26 -1.46 -0.19  -0.18
15 C -0.98 0.16 -1.78  -0.60
16 H 0.76 3.88 -0.15  -0.05
17 H -0.92 2.66 1.04  -0.01
18 H -2.86 -1.53 1.09  0.07
19 H 2.00 -1.22 0.58  0.09
20 H -1.46 -2.29 1.94  0.08
21 H -1.87 0.52 1.34  0.10
22 H -1.49 -2.07 0.19  0.05
23 H 2.99 -2.18 -1.27  0.11
24 H 2.17 -0.80 -2.08  0.11
25 H 0.77 -2.37 0.16  0.08

DFT (wB97M-V/def2-TZVPD) results for a 2-piece molecular cluster, C5H10ClN overall in a non-equilibrium geometry.

Results
- Gap between HOMO and LUMO: 0.36034 Eh
- Relative energy (zero: lowest compared OMol25 entry of this formula, charge and spin): 3.789 eV
- LUMO level: 0.89 eV
- 2S+1: 1

Each line ends with the Löwdin charge.
Positions of all 17 atoms, in Å:
1 Cl -1.20 -1.84 0.40  0.49
2 N -1.36 0.85 0.08  -0.18
3 C 1.42 -0.24 0.08  -0.22
4 C 2.33 -1.12 -0.62  -0.14
5 C -0.68 -0.28 -0.42  -0.56
6 C -2.83 0.86 -0.07  -0.11
7 C 1.68 0.60 1.07  0.00
8 H 2.30 -2.21 -0.62  0.08
9 H -3.05 1.87 -0.28  0.06
10 H 2.56 -0.98 -1.73  0.11
11 H 2.72 0.75 1.54  0.10
12 H -1.22 0.91 1.05  0.07
13 H -3.29 0.56 0.81  0.05
14 H 3.28 -0.96 -0.19  0.05
15 H 0.96 1.22 1.41  -0.01
16 H -3.08 0.21 -0.96  0.10
17 H -0.54 -0.21 -1.55  0.10

DFT (wB97M-V/def2-TZVPD) results for an isolated ion of composition C5H10ClN2 and charge +1 in a non-equilibrium geometry.

Results
- Gap between HOMO and LUMO: 0.33842 Eh
- Total charge: +1
- Relative energy (zero: lowest compared OMol25 entry of this formula, charge and spin): 5.437 eV
- LUMO level: -5.48 eV
- 2S+1: 1

Each line ends with the Löwdin charge.
Positions of all 18 atoms, in Å:
1 Cl -4.72 0.35 -0.08  0.77
2 N -2.24 -0.78 -0.28  0.09
3 N -1.12 -0.59 -0.73  0.17
4 C 0.13 1.08 -1.23  0.02
5 C -3.56 -0.88 0.04  -0.48
6 C -0.13 0.48 1.25  -0.01
7 C 0.07 -0.06 -0.18  -0.54
8 C 1.15 -1.16 -0.32  0.00
9 H 0.87 -2.10 0.35  0.15
10 H 1.21 -1.45 -1.31  0.04
11 H -0.14 -0.11 2.14  0.09
12 H 0.55 1.20 1.57  0.08
13 H -3.70 -1.99 0.31  0.14
14 H -0.77 1.68 -1.28  0.10
15 H 0.93 1.74 -0.80  0.13
16 H 0.53 0.57 -2.05  0.07
17 H -1.03 0.92 1.39  0.04
18 H 2.19 -0.72 -0.28  0.13

DFT (wB97M-V/def2-TZVPD) results for an isolated ion of composition C5H10ClN4 and charge +1 in a non-equilibrium geometry.

Results
- Gap between HOMO and LUMO: 0.34841 Eh
- Total charge: +1
- Relative energy (zero: lowest compared OMol25 entry of this formula, charge and spin): 1.012 eV
- LUMO level: -3.65 eV
- 2S+1: 1

Each line ends with the Löwdin charge.
Positions of all 20 atoms, in Å:
1 Cl -2.44 0.05 -1.24  0.70
2 N -0.02 0.37 -0.18  -0.06
3 N -1.26 -1.53 0.65  0.10
4 N 2.10 -0.01 -0.97  0.21
5 N -1.82 0.52 1.38  0.07
6 C 0.88 -0.54 -0.66  -0.23
7 C 0.27 1.81 0.02  0.02
8 C -0.41 -2.40 0.09  -0.06
9 C -1.32 -0.03 0.18  -0.83
10 C 0.60 -1.93 -0.69  0.01
11 H 2.36 0.79 -0.54  0.06
12 H -2.19 1.45 1.09  0.10
13 H -0.62 2.33 -0.03  0.07
14 H 1.03 2.12 -0.77  0.13
15 H -0.38 -3.35 0.41  0.11
16 H 0.74 2.02 0.95  0.10
17 H 1.36 -2.65 -1.09  0.14
18 H -2.51 -0.09 1.90  0.14
19 H 2.83 -0.54 -1.40  0.13
20 H -1.87 -1.71 1.36  0.09

DFT (wB97M-V/def2-TZVPD) results for an isolated molecule of C5H10ClNO2 in a non-equilibrium geometry.

Results
- Gap between HOMO and LUMO: 0.34651 Eh
- Relative energy (zero: lowest compared OMol25 entry of this formula, charge and spin): 3.461 eV
- LUMO level: 0.79 eV
- 2S+1: 1

Each line ends with the Löwdin charge.
Positions of all 19 atoms, in Å:
1 Cl -1.80 -3.53 -0.45  0.63
2 O 0.84 2.29 -1.22  -0.01
3 O -1.39 1.08 1.27  -0.03
4 N -0.14 -1.94 0.56  -0.12
5 C 0.93 -0.98 0.62  -0.23
6 C -0.76 -2.24 -0.60  -0.62
7 C 0.37 1.33 -0.28  -0.35
8 C -1.18 1.17 -0.04  -0.27
9 C 1.02 -0.05 -0.58  -0.15
10 H 0.60 -0.53 -1.51  0.11
11 H -1.46 0.28 -0.61  0.10
12 H -1.71 2.05 -0.46  0.14
13 H 1.94 -1.38 0.87  0.13
14 H -1.55 1.99 1.53  0.11
15 H 0.67 -0.37 1.43  0.09
16 H 2.16 0.16 -0.58  0.15
17 H 0.74 1.60 0.71  0.14
18 H 0.92 1.77 -1.99  0.06
19 H -0.20 -2.70 1.31  0.15